DFT (ωB97M-V/def2-TZVPD) results for 7 unconnected molecules or ions with the total composition C39H51F18N3O17PS in a non-equilibrium geometry.

Output
largest force on an atom = 0.127 Eh/bohr
spin multiplicity = 1
frontier orbital gap = 6.315 eV
HOMO level = -11.542 eV
LUMO energy = -5.228 eV
total charge = +1

Last column: Mulliken charge in e.
Element x y z (Å)
C: -3.567 4.415 -3.313  -0.93
C: -2.431 3.241 -3.285  -0.13
S: -2.651 2.151 -1.798  -0.22
C: -1.025 1.728 -1.001  -0.72
C: 0.193 2.685 -1.436  -0.01
C: 0.031 4.204 -1.023  0.96
C: -1.212 4.784 -0.215  -0.38
O: -1.932 5.722 -0.648  -0.37
O: -1.471 4.215 1.105  -0.33
O: -0.363 4.360 1.876  0.18
C: 0.111 3.046 2.302  0.45
N: 0.681 1.977 2.188  -0.46
C: 1.183 5.168 -1.436  0.08
C: 1.156 6.725 -1.078  0.02
C: 2.579 7.268 -0.511  0.32
O: 2.761 8.511 -0.560  -0.50
O: 3.598 6.433 0.043  -0.43
C: 2.407 4.580 -2.183  -0.65
N: 2.503 3.149 -2.515  0.62
N: 3.676 2.754 -3.147  -1.05
C: 1.484 2.167 -2.202  0.60
P: 1.538 0.311 -2.567  0.00
C: 2.539 -0.469 -1.115  -0.89
C: 2.485 -0.105 -4.151  -0.23
C: 2.915 -1.683 -4.012  -1.12
H: -4.442 4.146 -4.018  0.31
H: -4.019 4.617 -2.283  0.23
H: -3.153 5.418 -3.703  0.26
H: -1.425 3.776 -3.358  0.07
H: -2.663 2.588 -4.213  0.47
H: -0.800 0.613 -1.105  0.43
H: -1.165 1.915 0.136  0.22
H: 0.393 6.934 -0.230  -0.14
H: 0.836 7.401 -1.962  0.42
H: 4.274 6.197 -0.647  0.32
H: 3.275 5.264 -2.470  0.49
H: 3.408 2.585 -4.143  0.33
H: 4.357 3.538 -3.211  0.29
H: 2.208 0.108 -0.181  0.38
H: 2.112 -1.543 -1.020  0.17
H: 3.666 -0.466 -1.301  0.40
H: 1.765 -0.058 -5.036  0.24
H: 3.466 0.461 -4.304  0.29
H: 3.140 -2.171 -5.019  0.29
H: 2.156 -2.264 -3.368  0.29
H: 3.888 -1.660 -3.379  0.38
C: -2.603 8.428 0.363  -0.82
C: -3.445 9.630 0.747  -0.54
O: -3.113 10.763 -0.069  -0.32
C: -3.688 10.798 -1.292  0.37
O: -4.435 9.952 -1.714  -0.51
C: -3.292 12.074 -2.032  0.85
F: -1.970 12.338 -1.935  -0.24
F: -3.934 13.157 -1.545  -0.24
F: -3.573 12.020 -3.348  -0.24
H: -1.539 8.677 0.403  0.26
H: -2.798 7.590 1.035  0.39
H: -2.817 8.109 -0.659  0.33
H: -3.230 9.913 1.780  0.37
H: -4.514 9.408 0.691  0.36
C: 1.683 5.584 4.062  -0.96
C: 1.115 6.988 3.981  -0.06
O: 0.353 7.296 5.156  -0.36
C: 1.065 7.687 6.237  0.36
O: 2.265 7.782 6.258  -0.50
C: 0.132 8.030 7.396  0.87
F: -0.841 7.108 7.567  -0.24
F: -0.493 9.213 7.205  -0.24
F: 0.777 8.124 8.573  -0.24
H: 0.885 4.859 4.246  0.17
H: 2.196 5.319 3.135  0.31
H: 2.392 5.493 4.888  0.42
H: 0.429 7.057 3.133  0.16
H: 1.901 7.732 3.820  0.34
C: 1.598 -4.496 -10.130  -1.09
C: 1.028 -3.094 -10.228  -0.20
O: 0.243 -2.783 -9.065  -0.32
C: 0.932 -2.384 -7.977  0.38
O: 2.133 -2.282 -7.932  -0.52
C: -0.023 -2.039 -6.837  0.91
F: -0.994 -2.962 -6.676  -0.25
F: -0.651 -0.860 -7.042  -0.28
F: 0.603 -1.936 -5.646  -0.24
H: 0.801 -5.223 -9.956  0.31
H: 2.127 -4.762 -11.047  0.37
H: 2.295 -4.580 -9.293  0.30
H: 0.355 -3.032 -11.087  0.32
H: 1.812 -2.348 -10.380  0.31
C: 2.301 -1.923 5.249  -1.08
C: 3.546 -2.470 4.579  -0.20
O: 3.204 -3.476 3.612  -0.34
C: 2.802 -3.024 2.406  0.38
O: 2.716 -1.857 2.112  -0.50
C: 2.519 -4.193 1.466  0.88
F: 1.799 -5.171 2.055  -0.24
F: 3.656 -4.771 1.023  -0.27
F: 1.828 -3.824 0.367  -0.25
H: 1.710 -2.735 5.680  0.30
H: 2.565 -1.218 6.039  0.38
H: 1.659 -1.410 4.528  0.28
H: 4.180 -2.955 5.325  0.33
H: 4.141 -1.675 4.120  0.31
C: -0.728 -8.957 1.531  -1.18
C: 0.521 -8.486 2.249  -0.06
O: 0.847 -9.370 3.334  -0.33
C: 1.511 -10.498 2.998  0.36
O: 1.829 -10.788 1.872  -0.51
C: 1.835 -11.317 4.245  0.85
F: 0.783 -11.418 5.086  -0.23
F: 2.843 -10.769 4.959  -0.25
F: 2.212 -12.577 3.956  -0.24
H: -1.552 -9.076 2.236  0.36
H: -1.022 -8.244 0.758  0.37
H: -0.569 -9.931 1.061  0.35
H: 0.342 -7.502 2.688  0.26
H: 1.367 -8.383 1.564  0.32
C: -4.281 -12.850 4.740  -1.06
C: -5.123 -11.648 5.120  -0.21
O: -4.794 -10.516 4.297  -0.32
C: -5.370 -10.486 3.076  0.38
O: -6.118 -11.332 2.657  -0.50
C: -4.975 -9.212 2.332  0.85
F: -3.653 -8.945 2.426  -0.28
F: -5.617 -8.126 2.815  -0.26
F: -5.257 -9.267 1.017  -0.25
H: -3.217 -12.600 4.778  0.26
H: -4.474 -13.685 5.416  0.37
H: -4.495 -13.174 3.719  0.31
H: -4.907 -11.360 6.151  0.31
H: -6.193 -11.870 5.065  0.33

DFT (ωB97M-V/def2-TZVPD) results for a molecular structure, C39H51F2N12OPSV in a non-equilibrium geometry.

Output
largest force on an atom = 0.021 Eh/bohr
spin multiplicity = 4
frontier orbital gap (alpha / beta) = 5.936 / 7.292 eV
energy above the lowest of the compared OMol25 structures with the same formula, charge and spin = 0.289 eV
HOMO level (alpha / beta) = -5.741 / -7.099 eV
LUMO energy (alpha / beta) = 0.195 / 0.193 eV
total charge = 0

Last column: Löwdin spin population.
Element x y z (Å)
V: 1.484 -1.273 -1.264  2.70
C: 4.837 -4.251 2.066  0.00
N: 4.295 -3.651 0.860  0.01
C: 4.939 -3.576 -0.344  0.00
C: 4.118 -2.878 -1.172  0.02
N: 2.988 -2.504 -0.493  0.02
C: 3.119 -2.990 0.734  0.03
P: 1.910 -2.997 2.090  0.01
C: 2.163 -1.313 2.730  0.00
N: 3.067 -0.480 2.266  0.00
C: 3.151 0.525 3.196  0.00
C: 2.298 0.281 4.232  0.00
N: 1.681 -0.905 3.938  0.00
C: 0.747 -1.620 4.786  0.00
C: 0.368 -3.037 1.140  0.02
N: 0.138 -2.493 -0.047  0.02
C: -1.015 -3.067 -0.512  0.01
C: -1.483 -3.959 0.406  0.00
N: -0.597 -3.950 1.442  0.01
C: -0.709 -4.759 2.641  0.00
H: 5.845 -4.593 1.847  0.00
H: 4.883 -3.517 2.869  0.00
H: 4.232 -5.099 2.384  0.00
H: 5.907 -4.015 -0.502  0.00
H: 4.275 -2.596 -2.197  0.00
H: 3.823 1.357 3.066  0.00
H: 2.066 0.836 5.123  0.00
H: 0.103 -0.907 5.300  0.00
H: 0.120 -2.263 4.169  0.00
H: 1.269 -2.231 5.524  0.00
H: -1.426 -2.813 -1.472  0.00
H: -2.361 -4.578 0.413  0.00
H: -1.735 -5.111 2.720  0.00
H: -0.036 -5.615 2.606  0.00
H: -0.481 -4.163 3.522  0.00
C: -1.666 5.289 -0.377  0.00
C: -2.292 4.066 0.311  0.00
C: -3.683 4.446 0.840  0.00
C: -1.412 3.702 1.505  0.00
C: -2.390 2.944 -0.728  0.00
C: -3.278 3.121 -1.806  0.00
C: -3.336 2.235 -2.854  0.00
C: -2.466 1.149 -2.846  0.00
S: -2.226 -0.035 -4.072  0.00
C: -0.953 -0.745 -3.115  0.01
N: -0.718 -0.157 -1.973  0.02
C: -1.576 0.937 -1.798  0.00
C: -1.571 1.828 -0.717  0.00
C: -0.241 -1.932 -3.624  0.02
C: -0.748 -2.597 -4.745  0.00
C: -0.121 -3.730 -5.223  0.02
C: 1.016 -4.189 -4.562  0.00
C: 1.499 -3.513 -3.454  0.02
C: 0.908 -2.349 -2.928  0.00
H: -1.618 6.132 0.317  0.00
H: -2.246 5.595 -1.247  0.00
H: -0.652 5.062 -0.713  0.00
H: -3.588 5.198 1.625  0.00
H: -4.200 3.580 1.256  0.00
H: -4.315 4.866 0.058  0.00
H: -1.349 4.561 2.176  0.00
H: -0.399 3.432 1.209  0.00
H: -1.831 2.875 2.081  0.00
H: -3.915 3.995 -1.836  0.00
H: -4.009 2.401 -3.684  0.00
H: -0.844 1.681 0.064  0.00
H: -1.640 -2.242 -5.249  0.00
H: -0.510 -4.249 -6.089  0.00
H: 1.521 -5.081 -4.915  0.00
H: 2.381 -3.927 -2.972  0.00
C: -3.467 -0.528 3.560  0.00
C: -3.399 -0.779 2.059  0.00
C: -4.122 -2.077 1.714  0.00
C: -4.034 0.384 1.298  0.00
N: -1.994 -1.006 1.671  0.00
N: -1.047 0.002 1.987  0.00
H: -4.505 -0.530 3.893  0.00
H: -3.038 0.439 3.830  0.00
H: -2.932 -1.312 4.103  0.00
H: -5.179 -2.013 1.975  0.00
H: -3.674 -2.914 2.252  0.00
H: -4.052 -2.283 0.644  0.00
H: -5.056 0.564 1.638  0.00
H: -4.059 0.186 0.225  0.00
H: -3.471 1.306 1.446  0.00
H: -1.936 -1.134 0.665  0.00
H: -0.847 -0.043 2.976  0.00
H: -1.363 0.949 1.783  0.00
F: 3.441 0.793 -1.307  0.01
C: 2.948 -0.166 -2.284  0.01
F: 2.495 0.653 -3.323  0.01
H: 3.899 -0.544 -2.687  0.00
C: 2.307 4.899 -4.230  0.00
N: 2.121 4.239 -2.947  0.00
C: 2.839 4.623 -1.866  0.00
C: 2.717 4.003 -0.676  0.00
C: 1.826 2.881 -0.654  0.00
N: 1.131 2.494 -1.681  0.00
C: 1.183 3.176 -2.863  0.00
O: 0.481 2.929 -3.819  0.00
N: 1.665 2.193 0.517  0.00
H: 2.494 5.959 -4.066  0.00
H: 1.402 4.766 -4.814  0.00
H: 3.144 4.457 -4.772  0.00
H: 3.509 5.460 -2.016  0.00
H: 3.284 4.318 0.186  0.00
H: 2.415 2.273 1.185  0.00
H: 1.355 1.238 0.417  0.00

Number 1: energy -5496.576174 Eh. Number 2: energy -4132.335832 Eh.